# 1
{
  "formula": "C19H28BrCrO2",
  "method": "ωB97M-V/def2-TZVPD",
  "species": ["Br", "Cr", "O", "O", "C", "C", "C", "C", "C", "C", "C", "C", "C", "C", "C", "C", "C", "C", "C", "C", "C", "C", "C", "H", "H", "H", "H", "H", "H", "H", "H", "H", "H", "H", "H", "H", "H", "H", "H", "H", "H", "H", "H", "H", "H", "H", "H", "H", "H", "H", "H"],
  "xyz": [[2.96872, 1.96031, 0.78304], [2.02154, 1.05528, 2.87763], [-1.28662, -0.48076, -4.26996], [0.34791, 0.06235, 0.52345], [0.82303, 3.19580, 2.40502], [-1.22526, -0.12059, -0.92733], [1.73974, -1.07444, 3.04397], [-1.64439, -0.93505, 1.50102], [-2.34533, -0.31549, -6.45859], [-0.05152, 0.81368, -0.65290], [-0.11826, -2.26360, -0.00805], [-0.12064, 2.13871, 2.51242], [1.15032, 2.17331, 4.45981], [-2.45600, -1.32760, -4.26891], [1.63393, 3.19910, 3.58056], [-1.07757, -0.02885, -5.63410], [0.09188, 1.46948, 3.76312], [3.88018, -0.24855, 2.70624], [3.50992, 0.03284, 4.05569], [-0.71677, -0.90697, 0.30610], [2.78356, -0.91011, 2.07291], [-2.96512, -1.51688, -5.70926], [2.20782, -0.51542, 4.28448], [0.29926, -2.70427, 0.90312], [-2.13098, -0.53591, -7.50665], [-0.22327, -0.57641, -6.07476], [-0.81232, 1.03748, -5.61663], [4.83684, -0.01005, 2.25728], [-3.03046, 0.54429, -6.40071], [2.77291, -1.28851, 1.05904], [-0.52180, 0.67673, 4.18404], [-4.05537, -1.53934, -5.75935], [-0.98648, 2.00489, 1.87166], [-2.43277, -1.68133, 1.34470], [1.70645, -0.57943, 5.25120], [1.44524, 2.03452, 5.49375], [-1.15362, -0.62952, -1.88875], [-3.23499, -0.85971, -3.64026], [0.87810, 3.92488, 1.60024], [0.83339, -1.65491, 2.91418], [0.74419, 0.80289, -1.40377], [4.15645, 0.47865, 4.81426], [-2.19930, 0.35465, -0.77614], [-1.08437, -1.19754, 2.40845], [2.43188, 3.89979, 3.80708], [-2.10043, 0.04979, 1.65012], [-0.33432, 1.83546, -0.38582], [-2.56023, -2.45691, -6.11402], [-2.18898, -2.28026, -3.78576], [-0.88966, -2.93622, -0.40268], [0.68361, -2.17028, -0.75020]],
  "atomic_forces_ev_per_a": [[1.025, 0.868, -2.000], [0.565, 0.317, -1.180], [-0.798, -0.106, -1.540], [-0.512, -0.174, -0.647], [-0.582, 0.272, 1.113], [0.052, -0.099, 0.170], [1.339, -1.600, 0.451], [-0.126, -0.113, 0.088], [-0.306, 0.126, 0.814], [0.347, 0.011, 0.389], [-0.055, -0.169, 0.023], [-0.378, 0.840, 1.202], [-0.921, 0.813, -0.532], [-0.210, -0.001, 0.634], [-1.398, 0.613, 0.349], [0.447, -0.126, -0.025], [-0.811, 1.764, 0.297], [-0.087, -0.754, 0.922], [1.023, -1.405, 0.115], [0.261, 0.284, -0.159], [-0.050, -0.596, 1.157], [0.802, -0.003, -0.009], [0.283, -0.949, -0.340], [0.033, -0.004, -0.132], [0.014, 0.099, 0.139], [-0.212, 0.127, 0.274], [-0.108, -0.291, 0.097], [-0.354, 0.179, -0.037], [0.205, -0.222, -0.109], [-0.137, 0.379, 0.084], [0.216, 0.120, -0.172], [0.139, -0.051, -0.013], [0.432, -0.257, -0.095], [0.002, 0.092, 0.051], [0.024, 0.282, -0.452], [0.164, -0.226, -0.272], [-0.220, -0.031, 0.176], [0.308, -0.030, -0.178], [0.185, -0.463, 0.127], [0.137, 0.309, -0.003], [-0.102, 0.194, 0.114], [-0.328, -0.014, -0.330], [0.037, -0.208, -0.164], [-0.181, 0.103, -0.242], [-0.098, -0.220, -0.122], [0.062, -0.201, 0.023], [0.261, 0.003, -0.083], [-0.223, 0.242, 0.041], [-0.061, 0.226, -0.195], [0.075, 0.015, 0.056], [-0.177, 0.034, 0.125]],
  "mulliken_charge": [-0.70, 0.33, -0.35, 0.09, -1.23, -0.38, -0.21, -1.51, -0.48, -0.61, -1.70, 0.27, -0.66, -0.40, -0.44, -0.53, -0.79, -0.77, -0.22, 1.62, -0.39, -0.55, -1.01, 0.32, 0.32, 0.26, 0.28, 0.39, 0.27, 0.28, 0.50, 0.32, 0.63, 0.48, 0.46, 0.51, -0.05, 0.28, 0.36, 0.66, 0.28, 0.42, 0.35, 0.06, 0.38, 0.34, 0.16, 0.26, 0.28, 0.42, 0.38],
  "s2": 6.029,
  "multiplicity": 5,
  "fmax_ev_per_a": 2.41,
  "lumo_ev": [2.4074, 2.4070],
  "total_charge": -1,
  "total_energy_ev": -122714.6648
}

# 2
{
  "formula": "C2HBr3",
  "method": "ωB97M-V/def2-TZVPD",
  "species": ["Br", "Br", "Br", "C", "C", "H"],
  "xyz": [[-2.30551, -0.49373, -0.06888], [0.87830, -2.13940, -0.06371], [-0.46132, 2.26187, -0.05654], [-0.35094, 0.37970, 0.02720], [0.74374, -0.33182, -0.03304], [1.49574, 0.32337, 0.19496]],
  "atomic_forces_ev_per_a": [[2.618, 1.039, 0.102], [0.261, -0.875, -0.055], [0.161, -0.593, 0.221], [-3.985, -0.531, -0.777], [-1.980, 0.170, 0.435], [2.925, 0.790, 0.074]],
  "mulliken_charge": [-0.16, -0.04, -0.04, 0.04, -0.18, 0.38],
  "multiplicity": 1,
  "fmax_ev_per_a": 4.09,
  "lumo_ev": -0.2725,
  "total_charge": 0,
  "relative_energy_kj_mol": 48.8,
  "total_energy_ev": -212215.8758
}

# 3
{
  "formula": "C21H23BrN2O6S",
  "method": "ωB97M-V/def2-TZVPD",
  "species": ["Br", "S", "O", "O", "O", "O", "O", "O", "N", "N", "C", "C", "C", "C", "C", "C", "C", "C", "C", "C", "C", "C", "C", "C", "C", "C", "C", "C", "C", "C", "C", "H", "H", "H", "H", "H", "H", "H", "H", "H", "H", "H", "H", "H", "H", "H", "H", "H", "H", "H", "H", "H", "H", "H"],
  "xyz": [[-0.93313, 3.86887, -0.61897], [4.07466, 1.69060, 0.55712], [-2.89131, -0.17360, -3.37975], [-2.58227, 1.46060, -4.92035], [-4.28579, 1.54141, -3.42697], [0.68392, -2.34962, 1.14184], [0.06820, 2.54231, -2.80752], [2.80557, -3.04369, 1.52829], [1.58259, 0.19518, 2.66911], [1.52427, -0.22404, -3.29872], [-5.05848, 1.18766, -0.36125], [-3.72918, 1.15672, -0.76775], [-3.24000, 0.95722, -3.95285], [3.26600, 0.40556, -0.46169], [1.29534, 0.08899, 1.55846], [0.30268, 2.70566, -1.67260], [1.73893, 0.67193, -0.83872], [-2.98478, -0.01112, -0.68330], [-5.69964, 0.04970, 0.10810], [-4.97194, -1.13917, 0.15987], [1.61987, -3.25286, 1.49959], [4.52715, 0.94462, 2.15656], [1.59982, 0.01860, -2.17519], [0.99507, -1.66349, -0.09858], [-3.63823, -1.15411, -0.21456], [0.82712, -0.12841, 0.15059], [-1.51351, -0.11606, -1.07948], [-0.69104, 0.21222, 0.18201], [1.06859, -4.60773, 1.93306], [1.52087, 2.19500, -0.89708], [4.06055, 1.89650, 3.30169], [-1.39860, -1.13406, -1.45759], [3.79774, 0.40016, -1.41652], [-0.79735, 1.25426, 0.50651], [2.37478, 2.61525, -1.44233], [3.65244, 1.31089, 4.12740], [-0.01486, -4.53757, 2.05826], [-3.11853, -2.11128, -0.14470], [1.47913, -4.79558, 2.93161], [-3.30946, 2.07372, -1.16130], [3.39940, -0.54446, 0.05945], [4.13128, -0.06345, 2.27795], [0.26654, -2.02772, -0.82368], [3.23024, 2.49055, 2.90676], [-1.39213, 0.55747, -1.93304], [-5.59982, 2.12825, -0.42811], [1.37708, -5.40537, 1.25930], [5.61943, 0.89354, 2.23738], [4.84662, 2.59331, 3.60104], [1.45795, 2.60758, 0.10942], [-1.11335, -0.38474, 1.00371], [1.99291, -1.92245, -0.45657], [-6.74509, 0.12012, 0.39912], [-5.47825, -2.04383, 0.49497]],
  "atomic_forces_ev_per_a": [[0.318, -0.034, 0.105], [0.174, -0.114, -0.141], [0.506, -0.096, -0.449], [0.082, 0.002, -0.135], [0.173, 0.397, -0.340], [0.377, -0.874, -0.848], [0.283, 0.037, 0.175], [-0.036, 0.343, -0.483], [-0.142, 0.036, -0.417], [0.270, -0.484, 0.504], [-0.004, 0.071, 0.216], [-0.042, 0.423, 0.071], [-0.671, -0.279, 0.949], [-0.075, 0.470, -0.062], [0.021, 0.153, -0.171], [-0.228, -0.268, -0.422], [0.413, -1.251, 0.250], [-0.059, -0.555, -0.228], [0.313, 0.257, -0.163], [-0.499, 0.128, 0.214], [0.207, -0.789, 0.603], [0.316, 0.576, 0.756], [-0.330, 1.321, -0.410], [-0.267, 0.586, 0.230], [-0.044, -0.258, 0.247], [-0.040, -0.279, 0.744], [-0.974, 0.814, 0.391], [0.165, -0.359, -0.055], [-0.470, 0.951, 0.909], [-0.767, 0.139, -0.154], [-0.564, -0.328, -0.786], [0.304, 0.172, -0.016], [0.106, -0.182, 0.256], [-0.128, -0.091, -0.247], [-0.100, 0.101, 0.225], [0.303, 0.191, 0.116], [0.111, -0.264, -0.347], [0.124, 0.189, -0.164], [0.107, -0.166, -0.255], [0.086, -0.216, -0.157], [-0.039, 0.022, -0.230], [-0.173, 0.173, -0.193], [0.042, 0.326, 0.005], [0.055, -0.044, 0.276], [0.233, -0.235, -0.007], [0.044, -0.145, -0.129], [-0.076, 0.177, -0.072], [-0.153, -0.221, -0.400], [-0.006, -0.231, 0.132], [0.314, -0.156, -0.079], [0.170, 0.094, -0.058], [-0.044, 0.003, 0.305], [0.091, -0.235, -0.013], [0.224, 0.003, -0.050]],
  "mulliken_charge": [-0.25, -0.19, -0.75, -0.82, -0.77, -0.30, -0.34, -0.53, -0.69, -0.62, -0.64, 0.47, 0.55, -0.86, -1.05, 0.14, 2.51, -0.25, -0.31, -0.70, 0.78, -0.26, -0.64, -1.21, -0.26, 2.19, -0.17, -1.46, -1.27, -1.49, -1.14, 0.23, 0.53, 0.27, 0.53, 0.33, 0.31, 0.21, 0.35, 0.01, 0.34, 0.14, 0.60, 0.26, -0.04, 0.32, 0.29, 0.52, 0.34, 0.67, 0.74, 0.75, 0.32, 0.31],
  "multiplicity": 1,
  "fmax_ev_per_a": 1.42,
  "lumo_ev": 3.6526,
  "total_charge": -2,
  "relative_energy_kj_mol": 0.0,
  "total_energy_ev": -118290.0991
}